ORCA calculation (ωB97M-V with the def2-TZVPD basis set) on C26H23ClN6O5S2 in the gas phase at a distorted geometry.

Each line ends with the Löwdin charge.
CARTESIAN COORDINATES (ANGSTROEM)
O1 -6.91155 -3.84569 -1.03738  0.07
N1 -6.98876 -2.65847 -0.78416  -0.37
O2 -8.00919 -2.09186 -0.44584  0.08
C1 -5.79571 -1.87939 -0.88710  -0.16
C2 -5.82999 -0.51755 -0.60021  0.02
C3 -4.67811 0.22242 -0.70018  -0.21
C4 -3.46055 -0.36934 -1.08224  -0.23
N2 -2.34207 0.37914 -1.19013  0.02
N3 -1.12366 -0.17937 -1.25098  0.06
C5 -0.11085 0.60438 -1.18290  -0.18
C6 1.20195 0.08763 -1.11335  -0.45
C7 2.38951 0.75664 -0.87009  -0.28
N4 3.46708 -0.03476 -0.67009  0.11
C8 3.18497 -1.29804 -0.77679  -0.56
N5 4.10571 -2.27083 -0.72151  -0.12
C9 5.44275 -1.96726 -0.24950  -0.11
H1 5.60934 -0.89495 -0.33707  0.12
H2 6.15654 -2.51258 -0.87395  0.13
C10 5.57502 -2.42934 1.20713  -0.18
H3 6.60181 -2.32025 1.55786  0.13
O3 5.25841 -3.79717 1.33579  -0.13
C11 3.94672 -4.06932 0.90137  -0.18
H4 3.79729 -5.14173 1.03149  0.13
C12 3.76223 -3.66562 -0.56898  -0.14
H5 2.73560 -3.83735 -0.89127  0.09
H6 4.44312 -4.25337 -1.19296  0.14
H7 3.22043 -3.52083 1.52137  0.13
H8 4.90598 -1.82600 1.83977  0.13
S1 1.48160 -1.64154 -1.10222  1.10
C13 2.54346 2.20407 -0.76126  -0.18
C14 3.36098 2.72235 0.24190  -0.03
C15 3.50498 4.08836 0.38922  -0.08
C16 2.84435 4.95393 -0.46780  -0.09
C17 2.05293 4.44585 -1.48490  -0.08
C18 1.90351 3.07962 -1.63603  -0.04
H9 1.31601 2.68869 -2.45342  0.12
H10 1.55371 5.11723 -2.16767  0.11
H11 2.95497 6.02154 -0.35088  0.10
H12 4.13406 4.48076 1.17455  0.10
H13 3.87155 2.03905 0.90328  0.11
H14 -0.23211 1.68832 -1.10943  0.12
H15 -2.43779 1.39597 -1.08859  0.11
C19 -3.44026 -1.75630 -1.33565  0.00
C20 -4.58917 -2.49532 -1.24109  0.02
H16 -4.58984 -3.55742 -1.43377  0.12
H17 -2.49617 -2.20470 -1.59774  0.11
S2 -4.70872 1.89828 -0.07012  0.69
O4 -6.04997 2.36419 0.02573  -0.26
O5 -3.72943 2.70335 -0.74759  -0.28
N6 -4.15466 1.67374 1.50767  -0.06
C21 -2.80954 1.34472 1.70257  -0.34
C22 -1.82932 2.30684 1.47609  -0.02
C23 -0.49196 2.00242 1.65678  -0.08
C24 -0.11446 0.73580 2.07196  -0.08
C25 -1.07509 -0.23475 2.29883  -0.09
C26 -2.41133 0.06869 2.10797  -0.58
Cl1 -3.62031 -1.15166 2.35712  0.75
H18 -0.79487 -1.22818 2.61128  0.11
H19 0.92872 0.50043 2.21389  0.11
H20 0.25899 2.75675 1.47557  0.11
H21 -2.14315 3.28470 1.14889  0.12
H22 -4.79649 1.07559 2.01224  0.09
H23 -6.74921 -0.04056 -0.29545  0.13

Results
SMILES = O=[N+]([O-])c1ccc(N/N=C/c2sc(N3CCOCC3)nc2-c2ccccc2)c(S(=O)(=O)Nc2ccccc2Cl)c1
HOMO level = -7.5 eV
frontier orbital gap = 6.92 eV
LUMO = -0.60 eV

***

ORCA calculation (ωB97M-V with the def2-TZVPD basis set) on 4 unconnected molecules or ions with the total composition C24H53F3N3O5PS at a distorted geometry.

Each line ends with the Löwdin charge.
CARTESIAN COORDINATES (ANGSTROEM)
C1 -7.56132 8.13843 -3.84827  -0.27
P1 -5.85241 8.80805 -4.00672  0.96
C2 -5.84205 10.33651 -5.01532  -0.26
C3 -4.92115 7.46252 -4.87266  -0.43
O1 -3.98980 7.81154 -5.88389  0.05
C4 -3.40711 6.59560 -6.13417  -0.49
O2 -3.14256 6.11095 -7.19604  0.21
O3 -3.20298 6.00273 -4.90341  0.06
C5 -4.06653 6.57010 -3.96120  -0.31
S1 -2.88704 7.36056 -2.78865  0.77
O4 -1.91105 6.35434 -2.50063  -0.26
O5 -2.30574 8.54209 -3.34010  -0.25
C6 -3.66068 7.70054 -1.12778  -0.74
F1 -2.69434 8.05859 -0.33240  0.19
F2 -4.21479 6.57780 -0.71014  0.16
F3 -4.56645 8.64996 -1.13228  0.13
H1 -7.86781 7.54837 -4.70498  0.04
H2 -7.56128 7.50197 -2.97398  0.03
H3 -8.24650 8.95034 -3.64533  0.04
H4 -6.65746 10.94197 -4.63497  0.04
H5 -5.99110 10.20216 -6.07954  0.04
H6 -4.93856 10.88117 -4.79437  0.04
H7 -5.59654 6.74593 -5.36085  0.14
H8 -4.69298 5.86738 -3.42405  0.15
C7 1.64358 1.54106 0.55155  -0.10
C8 1.29511 1.61036 -0.92746  -0.27
N1 -0.00270 2.20216 -1.18536  -0.20
C9 -0.44576 2.03575 -2.55899  -0.25
C10 0.35412 2.72750 -3.66909  -0.08
C11 -0.22148 3.51951 -0.61238  -0.25
C12 0.73566 4.64793 -1.01394  -0.08
H9 0.87827 0.99864 1.10983  0.07
H10 2.59229 1.01686 0.68027  0.07
H11 1.76051 2.53132 0.99321  0.07
H12 1.28443 0.58821 -1.31604  0.12
H13 2.10673 2.13635 -1.45457  0.10
H14 -1.48972 2.35362 -2.62862  0.11
H15 -0.46079 0.96125 -2.77052  0.11
H16 0.16201 3.79883 -3.70186  0.06
H17 0.05847 2.32268 -4.63956  0.07
H18 1.42827 2.57022 -3.56610  0.07
H19 -0.19616 3.42376 0.47667  0.10
H20 -1.24577 3.82816 -0.83463  0.11
H21 1.77959 4.32912 -1.01928  0.07
H22 0.65282 5.46889 -0.29874  0.07
H23 0.49231 5.05605 -1.99229  0.04
C13 3.24675 -3.88848 5.70818  -0.09
C14 2.90821 -3.82925 4.22627  -0.27
N2 1.61547 -3.23175 3.95303  -0.19
C15 1.18325 -3.41390 2.57811  -0.24
C16 2.00017 -2.73985 1.46784  -0.08
C17 1.39930 -1.90903 4.51117  -0.24
C18 2.36717 -0.78963 4.10484  -0.08
H24 2.47382 -4.41973 6.26510  0.08
H25 4.19010 -4.41858 5.84730  0.07
H26 3.36806 -2.89524 6.14222  0.06
H27 2.89143 -4.85516 3.84748  0.10
H28 3.72708 -3.31408 3.69887  0.10
H29 0.14138 -3.09410 2.48943  0.11
H30 1.16644 -4.49033 2.37742  0.10
H31 1.81354 -1.66778 1.41577  0.04
H32 1.71488 -3.15729 0.49945  0.07
H33 3.07250 -2.89945 1.58613  0.07
H34 1.41704 -1.99364 5.60076  0.10
H35 0.37738 -1.59865 4.28002  0.11
H36 3.40810 -1.11604 4.10923  0.07
H37 2.28667 0.03880 4.81199  0.07
H38 2.13750 -0.38714 3.11948  0.04
C19 3.47238 -8.16832 4.09063  -0.09
C20 2.61807 -9.02694 3.16907  -0.27
N3 1.81589 -8.25116 2.24319  -0.20
C21 0.81411 -9.04245 1.55002  -0.25
C22 1.29148 -10.14004 0.59101  -0.09
C23 2.54575 -7.30032 1.42489  -0.25
C24 3.66079 -7.83390 0.51477  -0.08
H39 2.85733 -7.45746 4.64484  0.07
H40 3.98763 -8.80472 4.81119  0.07
H41 4.23774 -7.61488 3.54445  0.07
H42 1.93965 -9.61367 3.79376  0.12
H43 3.27157 -9.74859 2.65382  0.10
H44 0.14947 -8.36460 1.00744  0.11
H45 0.18204 -9.51023 2.31141  0.11
H46 1.66260 -9.72978 -0.34693  0.05
H47 0.45502 -10.79589 0.34057  0.07
H48 2.07162 -10.76317 1.02888  0.07
H49 2.98066 -6.54910 2.08986  0.08
H50 1.83104 -6.74099 0.81544  0.11
H51 4.28635 -8.57347 1.01625  0.07
H52 4.31171 -7.01045 0.21315  0.07
H53 3.26727 -8.27739 -0.39814  0.05

Results
SMILES = CP(C)[C@H]1OC(=O)O[C@H]1S(=O)(=O)C(F)(F)F.CCN(CC)CC.CCN(CC)CC.CCN(CC)CC
HOMO level = -7.8 eV
frontier orbital gap = 8.15 eV
LUMO = 0.30 eV

***

ORCA calculation (ωB97M-V with the def2-TZVPD basis set) on C2H7NOSi in the gas phase at a distorted geometry.

Each line ends with the Löwdin charge.
CARTESIAN COORDINATES (ANGSTROEM)
C1 -0.72584 -1.33256 0.14260  -0.11
C2 0.45900 -0.39317 -0.36712  -0.46
N1 1.70225 -0.47363 0.36817  -0.11
O1 2.67000 0.06593 -0.15578  -0.07
Si1 -0.17055 1.50035 0.10698  0.72
H1 -1.39913 -0.78691 0.88344  0.07
H2 -1.25073 -1.54778 -0.70858  0.03
H3 -0.22511 -2.11833 0.60087  0.04
H4 0.38156 -0.50347 -1.51136  0.13
H5 -0.54715 1.70804 1.61082  -0.05
H6 0.45920 2.69755 -0.40790  -0.10
H7 -1.35351 1.18398 -0.56214  -0.10

Results
SMILES = C[C@@H]([SiH3])N=O
energy above the lowest of the compared OMol25 structures with the same formula, charge and spin = 467.00 kJ/mol
HOMO level = -9.1 eV
frontier orbital gap = 9.00 eV
LUMO = -0.06 eV

***

ORCA calculation (ωB97M-V with the def2-TZVPD basis set) on a molecular structure, C45H52GaN3OSSi.

Each line ends with the Löwdin charge.
CARTESIAN COORDINATES (ANGSTROEM)
Ga1 0.27690 -0.15793 0.02295  0.33
C1 -3.06628 0.34201 -1.62161  -0.07
C2 -2.64402 0.90176 -2.97986  -0.35
C3 -2.53460 2.42630 -2.90118  -0.05
C4 -1.40438 0.25817 -3.58177  -0.15
C5 -1.50857 -0.24856 -4.87487  -0.04
C6 -0.42781 -0.83214 -5.51486  -0.07
C7 0.78394 -0.92857 -4.85474  -0.04
C8 0.93561 -0.43548 -3.56300  -0.14
C9 2.27657 -0.59522 -2.86832  -0.37
C10 3.38437 0.16979 -3.59419  -0.04
C11 2.63633 -2.07263 -2.70006  -0.05
C12 -0.16367 0.17153 -2.93333  -0.21
N1 -0.00991 0.70694 -1.62229  0.02
C13 0.68125 1.92561 -1.51028  -0.19
C14 1.22412 2.26218 -0.30138  -0.19
N2 1.13398 1.35340 0.74251  0.01
C15 1.99326 1.46672 1.86617  -0.17
C16 1.44801 1.74701 3.12730  -0.14
C17 2.30167 1.85247 4.22112  -0.04
C18 3.66776 1.68616 4.07832  -0.07
C19 4.19455 1.39635 2.83043  -0.04
C20 3.37727 1.27627 1.71312  -0.13
C21 3.99419 0.89690 0.37859  -0.36
C22 4.48354 -0.55315 0.41246  -0.05
C23 5.12779 1.83795 -0.03242  -0.04
C24 -0.03922 1.96822 3.31837  -0.38
C25 -0.32658 3.42185 3.69923  -0.05
C26 -0.62547 0.99942 4.34541  -0.06
C27 1.86522 3.58029 -0.40179  -0.08
C28 2.52391 4.43064 0.44296  -0.01
C29 3.03053 5.65255 -0.08338  -0.07
C30 2.88874 6.00289 -1.40073  -0.03
C31 2.20055 5.13649 -2.29651  -0.16
C32 1.97618 5.33808 -3.68858  -0.03
C33 1.29935 4.38989 -4.40877  -0.07
C34 0.79148 3.19418 -3.82484  -0.01
C35 0.98649 2.97925 -2.48737  -0.09
C36 1.70516 3.96569 -1.75743  -0.09
H1 -4.08020 0.67445 -1.38694  0.09
H2 -2.39717 0.70939 -0.84473  0.04
H3 -3.05899 -0.75048 -1.60329  0.06
H4 -3.45157 0.67277 -3.68209  0.12
H5 -1.76460 2.72632 -2.19051  0.07
H6 -3.48513 2.85070 -2.56960  0.08
H7 -2.28729 2.86122 -3.87016  0.08
H8 -2.46212 -0.18278 -5.38639  0.11
H9 -0.53529 -1.22130 -6.51936  0.10
H10 1.62614 -1.39975 -5.34789  0.11
H11 2.19758 -0.16168 -1.86985  0.09
H12 3.53494 -0.21844 -4.60426  0.08
H13 4.32925 0.07133 -3.05416  0.07
H14 3.14144 1.22999 -3.67032  0.08
H15 2.76025 -2.56417 -3.66735  0.08
H16 1.85745 -2.60522 -2.15005  0.06
H17 3.57383 -2.17787 -2.15017  0.07
H18 1.89008 2.07765 5.19819  0.11
H19 4.32058 1.77592 4.93738  0.10
H20 5.26328 1.25325 2.72357  0.11
H21 3.22060 0.97177 -0.38573  0.10
H22 5.26028 -0.68210 1.16974  0.08
H23 4.90731 -0.83862 -0.55352  0.07
H24 3.67103 -1.24194 0.65271  0.04
H25 5.97758 1.76149 0.64957  0.07
H26 4.79489 2.87570 -0.04949  0.07
H27 5.48381 1.57976 -1.03198  0.08
H28 -0.52008 1.78072 2.35797  0.11
H29 0.14450 3.67823 4.65093  0.08
H30 -1.40107 3.59004 3.80039  0.08
H31 0.05609 4.10503 2.93919  0.08
H32 -0.19671 1.16260 5.33651  0.08
H33 -0.42867 -0.03906 4.06685  0.07
H34 -1.70640 1.13399 4.42813  0.08
H35 2.68247 4.19111 1.48760  0.11
H36 3.55383 6.32223 0.58774  0.10
H37 3.29662 6.93879 -1.76341  0.11
H38 2.34245 6.23567 -4.17189  0.11
H39 1.13855 4.54676 -5.46830  0.10
H40 0.27034 2.47975 -4.45045  0.11
C37 -1.50874 -5.20978 4.47949  -0.18
Si1 -0.23280 -4.23360 3.51583  0.51
C38 0.57972 -5.36181 2.26965  -0.19
C39 1.03481 -3.48974 4.67037  -0.17
C40 -1.13617 -2.78138 2.69328  -0.22
C41 -2.38713 -2.39194 3.16132  -0.06
C42 -3.05209 -1.27115 2.66810  -0.04
C43 -2.43296 -0.52856 1.69175  -0.10
N3 -1.23394 -0.87979 1.21730  -0.01
C44 -0.58835 -1.97161 1.69032  -0.69
S1 0.96435 -2.18217 0.92231  0.77
H41 -1.03445 -6.09313 4.91229  0.03
H42 -2.32028 -5.55365 3.83445  0.04
H43 -1.94438 -4.64410 5.30489  0.03
H44 0.91447 -6.26503 2.78686  0.03
H45 1.44815 -4.90115 1.80128  0.00
H46 -0.10959 -5.66651 1.47991  0.04
H47 1.59040 -4.26853 5.19735  0.03
H48 0.55889 -2.85021 5.41662  0.03
H49 1.75217 -2.87969 4.11640  0.03
H50 -2.86850 -2.97490 3.93705  0.10
H51 -4.02291 -0.97981 3.04116  0.11
H52 -2.87573 0.36350 1.26969  0.12
O1 -1.83357 -3.28952 -1.51632  0.11
C45 -1.14079 -2.40654 -1.51977  0.02

Results
energy above the lowest of the compared OMol25 structures with the same formula, charge and spin = 6.40 kJ/mol
HOMO level = -6.2 eV
frontier orbital gap = 6.15 eV
LUMO = -0.08 eV